(1)
{
  "formula": "C32H23N10RhSe",
  "method": "the ωB97M-V functional and the def2-TZVPD basis",
  "total_charge": 2,
  "total_energy_ha": -4292.36504,
  "homo_lumo_gap_ev": 6.0,
  "e_homo_ev": -12.73,
  "lumo_energy_ev": -6.684,
  "symbols": ["Rh", "C", "C", "C", "C", "C", "C", "N", "C", "C", "C", "C", "C", "C", "N", "N", "C", "C", "C", "C", "C", "N", "H", "H", "H", "H", "H", "H", "H", "H", "H", "H", "H", "H", "H", "Se", "N", "C", "C", "C", "C", "C", "N", "C", "C", "N", "C", "C", "C", "C", "C", "N", "H", "H", "H", "H", "H", "H", "N", "C", "C", "N", "C", "H", "H", "H", "H"],
  "coordinates": [[0.08774, -0.62868, -0.27953], [1.60557, -4.64296, 3.51274], [2.29304, -3.47143, 3.22698], [1.65608, -2.42998, 2.56757], [0.31893, -2.54372, 2.20558], [-0.36270, -3.72772, 2.47467], [0.27772, -4.77082, 3.12804], [-0.33922, -1.45516, 1.55168], [-1.46158, -0.91890, 2.04052], [-2.11561, -1.29651, 3.25764], [-3.26942, -0.67969, 3.62414], [-3.86730, 0.36938, 2.85907], [-3.23764, 0.82756, 1.75329], [-2.01887, 0.20714, 1.35397], [-1.28949, 0.64297, 0.29685], [-1.60856, 1.66967, -0.38472], [-0.80877, 1.79414, -1.52868], [-0.95648, 2.91367, -2.33244], [-0.13944, 3.04911, -3.43956], [0.79471, 2.05959, -3.72269], [0.87674, 0.96752, -2.88354], [0.09798, 0.82989, -1.80390], [2.09992, -5.45060, 4.03600], [3.32652, -3.36283, 3.52971], [2.18542, -1.50929, 2.36004], [-1.39660, -3.83292, 2.16249], [-0.26217, -5.68628, 3.33489], [-1.68219, -2.05928, 3.88589], [-3.75165, -0.98878, 4.54325], [-4.79967, 0.80842, 3.18398], [-3.62536, 1.65252, 1.17263], [-1.70044, 3.65064, -2.06632], [-0.22708, 3.91972, -4.07579], [1.44514, 2.12560, -4.58265], [1.56778, 0.16149, -3.08363], [-2.44537, -7.74078, -0.73817], [-3.21749, -6.14570, -0.88252], [-2.25486, -5.26359, -0.88267], [-2.48081, -3.82779, -1.02483], [-3.73662, -3.27149, -1.25934], [-3.83170, -1.91547, -1.48560], [-2.68856, -1.13480, -1.40313], [-1.48670, -1.64678, -1.11739], [-1.37715, -2.98530, -0.97061], [-0.02428, -3.49575, -0.80681], [0.96208, -2.57214, -0.70982], [2.20521, -3.01089, -0.54355], [2.53645, -4.36194, -0.51567], [1.53815, -5.30056, -0.61398], [0.22102, -4.86116, -0.74391], [-0.91833, -5.77385, -0.77351], [-0.79969, -7.07144, -0.68335], [-4.60508, -3.91766, -1.28823], [-4.77743, -1.44732, -1.71819], [-2.74173, -0.07029, -1.57337], [2.97574, -2.27015, -0.40869], [3.57210, -4.65054, -0.40510], [1.74304, -6.36288, -0.57944], [3.48498, 1.33116, 1.18378], [4.05759, 0.81825, 0.04708], [3.08537, 0.09624, -0.56515], [1.93404, 0.16032, 0.19678], [2.21033, 0.92350, 1.23900], [3.94130, 1.92156, 1.86177], [5.08192, 1.00571, -0.22351], [3.14324, -0.45666, -1.48550], [1.52169, 1.19330, 2.02284]]
}



(2)
{
  "formula": "C32H24BrN8O7Ta",
  "method": "the ωB97M-V functional and the def2-TZVPD basis",
  "total_charge": 2,
  "total_energy_ha": -4829.03320,
  "homo_lumo_gap_ev": 6.6,
  "relative_energy_kcal_mol": 14.40,
  "e_homo_ev": -13.99,
  "lumo_energy_ev": -7.351,
  "symbols": ["Ta", "C", "C", "C", "C", "C", "N", "C", "C", "C", "C", "C", "C", "C", "N", "C", "C", "C", "N", "C", "C", "N", "C", "C", "C", "N", "H", "H", "H", "H", "H", "H", "H", "H", "H", "H", "H", "H", "H", "H", "H", "H", "H", "H", "O", "C", "O", "C", "C", "C", "C", "C", "C", "O", "N", "O", "O", "N", "O", "O", "H", "H", "Br", "C", "C", "C", "C", "C", "N", "H", "H", "H", "H"],
  "coordinates": [[-0.19969, -0.66409, -0.68219], [4.09349, 3.37980, 2.10072], [2.85980, 2.56749, 1.83607], [2.55982, 1.43990, 2.60575], [1.45123, 0.66896, 2.32916], [0.58798, 1.01769, 1.29312], [-0.55734, 0.17042, 1.01740], [-1.61056, 0.19904, 1.97601], [-1.68835, 1.26843, 2.86813], [-2.68770, 1.35605, 3.81347], [-3.66815, 0.37105, 3.90704], [-4.77336, 0.45144, 4.92012], [-3.60188, -0.68515, 3.01194], [-2.59876, -0.78481, 2.05433], [-2.60744, -1.92591, 1.19356], [-3.38732, -3.02396, 1.29371], [-3.01431, -3.91074, 0.31121], [-1.97199, -3.28140, -0.35671], [-1.73101, -2.08346, 0.17793], [0.88487, 2.13040, 0.51223], [2.01729, 2.88564, 0.77750], [0.08959, 2.46323, -0.62079], [-0.10399, 3.68152, -1.15744], [-0.78911, 3.51851, -2.33968], [-0.97806, 2.14679, -2.45525], [-0.45339, 1.50264, -1.41051], [4.40652, 3.29205, 3.13910], [4.91708, 3.02740, 1.47597], [3.93375, 4.43238, 1.87259], [3.21453, 1.15991, 3.42095], [1.23127, -0.21631, 2.91322], [-0.94211, 2.04880, 2.81971], [-2.70545, 2.20131, 4.48901], [-4.50697, 1.11653, 5.73869], [-5.68520, 0.83785, 4.46094], [-5.00163, -0.52925, 5.33562], [-4.36223, -1.44967, 3.08285], [-4.13620, -3.12478, 2.05679], [-3.42442, -4.88800, 0.12780], [-1.36579, -3.64594, -1.17130], [2.26725, 3.71570, 0.12822], [0.24287, 4.56885, -0.65568], [-1.10782, 4.28573, -3.02261], [-1.46539, 1.61161, -3.25299], [2.09252, -2.58100, 1.50846], [1.97946, -2.31319, 0.35525], [0.77503, -2.32788, -0.28386], [3.06388, -1.89056, -0.57799], [4.26579, -2.55350, -0.72226], [5.15243, -2.09095, -1.67654], [4.88356, -1.00060, -2.47313], [3.67348, -0.34760, -2.31774], [2.75932, -0.76525, -1.35222], [1.60833, -0.12135, -1.10515], [3.39124, 0.81175, -3.17964], [4.33481, 1.35948, -3.69332], [2.21998, 1.07652, -3.39714], [6.44224, -2.79728, -1.85508], [6.68430, -3.68378, -1.06860], [7.20756, -2.33273, -2.66712], [4.51860, -3.41423, -0.11783], [5.60323, -0.66235, -3.20542], [-0.02879, -1.70228, -3.46353], [-1.81632, -1.11711, -3.25543], [-2.78906, -1.19855, -4.22556], [-4.04959, -0.72395, -3.89103], [-4.28419, -0.19663, -2.62413], [-3.24998, -0.15865, -1.71769], [-2.02659, -0.61515, -2.04668], [-2.56843, -1.61489, -5.19797], [-4.84863, -0.76646, -4.61961], [-5.25828, 0.17892, -2.34580], [-3.36761, 0.24558, -0.71896]]
}



(3)
{
  "formula": "C32H24ClF3N5O16P2S2W",
  "method": "the ωB97M-V functional and the def2-TZVPD basis",
  "total_charge": 1,
  "total_energy_ha": -5017.52550,
  "homo_lumo_gap_ev": 6.7,
  "relative_energy_kcal_mol": 42.17,
  "e_homo_ev": -11.60,
  "lumo_energy_ev": -4.913,
  "symbols": ["W", "O", "N", "O", "C", "C", "C", "C", "C", "C", "N", "C", "C", "N", "C", "C", "C", "C", "H", "H", "H", "H", "H", "H", "H", "C", "C", "C", "C", "C", "C", "C", "S", "O", "O", "N", "C", "C", "C", "C", "C", "N", "H", "H", "H", "H", "H", "H", "H", "H", "H", "H", "H", "O", "P", "O", "O", "O", "P", "O", "O", "O", "H", "H", "Cl", "C", "C", "C", "C", "C", "C", "C", "O", "O", "H", "H", "H", "H", "F", "C", "F", "F", "S", "O", "O", "O"],
  "coordinates": [[-0.52101, -0.54195, -0.06452], [2.39359, -7.33111, 2.61865], [2.41096, -6.72089, 1.57658], [2.95207, -7.09351, 0.55546], [1.84124, -5.35320, 1.58769], [1.81148, -4.74054, 2.78268], [1.34359, -3.39604, 2.88972], [1.33106, -2.68587, 4.10069], [0.88415, -1.39526, 4.10279], [0.42960, -0.83233, 2.91143], [0.44799, -1.48574, 1.75935], [0.90549, -2.74851, 1.74184], [0.96745, -3.39013, 0.47786], [0.59482, -2.63352, -0.58086], [0.65413, -3.18889, -1.77632], [1.02130, -4.51857, -1.97805], [1.38344, -5.29376, -0.91620], [1.41261, -4.71120, 0.36867], [2.16302, -5.26345, 3.66132], [1.67920, -3.16278, 5.00819], [0.84986, -0.80556, 5.00664], [0.03752, 0.17021, 2.89928], [0.42326, -2.57354, -2.62854], [0.99925, -4.91511, -2.98272], [1.65606, -6.32590, -1.05623], [-2.38451, 7.35534, -0.69186], [-2.35757, 5.86340, -0.87316], [-3.05524, 5.26887, -1.92073], [-3.00665, 3.90177, -2.12638], [-2.26005, 3.12187, -1.25291], [-1.56589, 3.68342, -0.18697], [-1.62734, 5.04881, -0.00489], [-2.01366, 1.45587, -1.72031], [-2.57504, 0.38005, -0.84768], [-2.31093, 1.35768, -3.11114], [-0.45732, 1.18147, -1.31102], [0.49859, 0.78457, -2.24692], [0.72399, 1.30888, -3.50447], [1.72414, 0.69890, -4.23633], [2.45862, -0.35390, -3.67882], [2.15386, -0.79151, -2.41021], [1.16790, -0.22250, -1.70595], [-2.21618, 7.86265, -1.64167], [-1.62489, 7.68461, 0.01468], [-3.35741, 7.67914, -0.31719], [-3.63594, 5.88498, -2.59570], [-3.53381, 3.44625, -2.95243], [-0.98200, 3.06436, 0.48184], [-1.09301, 5.49927, 0.82235], [0.12414, 2.12074, -3.88626], [1.94059, 1.03740, -5.24086], [3.26211, -0.82542, -4.22551], [2.71337, -1.57156, -1.91307], [-3.72722, -3.15176, 1.39691], [-2.75589, -1.96613, 1.66395], [-2.07076, -2.04895, 2.94460], [-1.78239, -1.90208, 0.38282], [-3.61968, -0.61504, 1.50132], [-2.89373, 0.81341, 1.75080], [-2.68179, 0.89951, 3.31093], [-3.57849, 1.95336, 1.17380], [-1.36733, 0.47144, 1.32384], [-4.13343, -3.18998, 0.51827], [-3.41374, 1.35246, 3.75069], [5.49036, 5.06893, 2.72451], [4.53774, 3.74145, 2.15787], [3.16010, 3.88216, 2.06985], [2.40204, 2.81867, 1.61240], [3.01701, 1.62353, 1.25055], [4.39943, 1.49951, 1.34562], [5.16579, 2.55791, 1.79914], [2.24786, 0.44416, 0.76522], [2.77103, -0.60556, 0.46893], [0.93744, 0.68793, 0.66725], [2.69771, 4.81587, 2.35797], [1.32730, 2.91199, 1.53400], [4.86446, 0.56591, 1.05951], [6.24083, 2.47449, 1.87691], [-4.51805, -2.65510, -3.21426], [-3.88738, -1.75868, -2.47251], [-4.31794, -1.87682, -1.20684], [-4.16193, -0.55310, -2.90993], [-2.09431, -2.26275, -2.59441], [-1.80044, -2.28213, -3.98784], [-2.09331, -3.48242, -1.84489], [-1.14333, -1.22046, -1.95878]]
}